1.
A structure of composition C35H27AsN4O2S4Tc, computed with ωB97M-V with the def2-TZVPD basis set.

```
! RIJCOSX wB97M-V def2-TZVPD def2/J DEFGRID3
* xyz 1 1
Tc -0.8942 0.1293 -1.1040
O 0.0530 -1.1182 -1.9159
C 1.3387 -1.7925 -1.8778
C 2.3121 -0.6164 -2.0025
C 2.3259 0.3259 -0.8230
C 3.5402 0.5669 -0.2004
C 3.6131 1.4527 0.8550
C 2.4581 2.1074 1.2333
C 1.2726 1.8535 0.5669
C 0.0629 2.6720 0.9475
C -1.0952 1.8271 1.4839
O -1.4220 1.0160 0.3073
C -2.3767 2.5955 1.7302
C -2.4315 3.9812 1.7203
C -3.6476 4.6281 1.9167
C -4.8057 3.8942 2.1056
C -4.7548 2.5043 2.1115
C -3.5443 1.8591 1.9353
C -0.6875 0.9417 2.6428
C -0.8450 1.4431 3.9308
C -0.4053 0.7148 5.0251
C 0.1824 -0.5277 4.8452
C 0.3309 -1.0382 3.5643
C -0.0971 -0.3043 2.4680
N 1.1904 0.9453 -0.4332
C 1.3921 -2.6975 -3.0962
C 0.2913 -2.8917 -3.9184
C 0.3835 -3.7517 -5.0053
C 1.5674 -4.4177 -5.2731
C 2.6677 -4.2264 -4.4485
C 2.5804 -3.3723 -3.3624
C 1.4033 -2.5841 -0.5846
C 2.6099 -2.7712 0.0767
C 2.6726 -3.5713 1.2093
C 1.5294 -4.1908 1.6892
C 0.3204 -4.0095 1.0311
C 0.2585 -3.2156 -0.1035
H 2.0216 -0.0754 -2.9072
H 3.3210 -0.9861 -2.1728
H 4.4237 0.0603 -0.5614
H 4.5509 1.6425 1.3585
H 2.4659 2.8305 2.0355
H -0.2872 3.2460 0.0855
H 0.3621 3.3828 1.7167
H -1.5432 4.5778 1.5612
H -3.6838 5.7088 1.9128
H -5.7508 4.4009 2.2441
H -5.6575 1.9240 2.2465
H -3.5062 0.7747 1.9490
H -1.3190 2.4047 4.0823
H -0.5345 1.1163 6.0208
H 0.5142 -1.1005 5.7002
H 0.7803 -2.0086 3.4093
H 0.0465 -0.7371 1.4834
H -0.6398 -2.3762 -3.7270
H -0.4771 -3.8980 -5.6435
H 1.6350 -5.0867 -6.1197
H 3.5939 -4.7474 -4.6483
H 3.4406 -3.2521 -2.7153
H 3.5176 -2.3120 -0.2924
H 3.6195 -3.7146 1.7114
H 1.5809 -4.8195 2.5678
H -0.5745 -4.5002 1.3890
H -0.6817 -3.1318 -0.6365
S -6.2887 0.1371 -1.1429
As -4.4641 0.7759 -1.7424
S -3.6956 2.7737 -1.3316
S -2.9506 -0.8292 -1.5529
S -4.0423 2.1509 -3.3823
N 1.7301 5.0357 -1.9907
C 0.8138 4.4428 -2.3568
N -0.2726 3.7822 -2.7390
C -0.5121 2.5898 -2.5710
N -0.8862 1.4570 -2.4878
*
```

Output
energy relative to the best compared isomer or geometry (same formula, charge and spin): 4.3 kJ/mol
energy: -5628.543736 a.u.
gap between HOMO and LUMO (alpha / beta): 5.63 / 5.63 eV

Atom charges from the Löwdin analysis, given in e for atoms 1 to 8:
1 Tc 1.466
2 O -0.368
3 C -0.370
4 C -0.037
5 C -0.222
6 C 0.002
7 C 0.005
8 C 0.018



2.
A cluster of 2 separate species, C27H35N4O in total in a non-equilibrium geometry, computed with ωB97M-V with the def2-TZVPD basis set.

```
! RIJCOSX wB97M-V def2-TZVPD def2/J DEFGRID3
* xyz 1 1
C -2.1934 5.3153 -0.0777
N -1.9358 3.9057 0.1028
C -2.9457 3.0223 0.3637
O -4.1279 3.3190 0.5143
C -2.3218 1.6267 0.4372
C -2.8599 0.6716 -0.6304
C -4.3419 0.4105 -0.4856
C -5.2156 0.7376 -1.5265
C -6.5931 0.6001 -1.3480
C -7.0963 0.0866 -0.1453
C -6.2148 -0.2928 0.8749
C -4.8355 -0.1363 0.7026
N -0.8921 1.9163 0.2791
C 0.0091 0.9135 0.3034
C 1.3778 1.0991 0.1433
C 2.3596 0.1111 0.1755
C 3.7547 0.4352 0.0381
C 4.7673 -0.5584 0.1540
C 6.1140 -0.2397 0.0383
C 6.5128 1.0897 -0.1887
C 7.8984 1.4314 -0.3354
N 9.0203 1.7343 -0.4816
C 5.5413 2.0938 -0.2955
C 4.1949 1.7776 -0.1882
C -0.5930 3.3436 0.0481
C 0.0233 3.6099 -1.3316
C 0.2731 3.9743 1.1506
H -3.2694 5.4877 -0.0089
H -1.6806 5.9056 0.6907
H -1.8357 5.6528 -1.0577
H -2.5228 1.2149 1.4460
H -2.6480 1.1057 -1.6208
H -2.2964 -0.2690 -0.5419
H -4.7991 1.1272 -2.4591
H -7.2698 0.9037 -2.1470
H -8.1731 -0.0157 -0.0043
H -6.5951 -0.6992 1.8128
H -4.1333 -0.4184 1.4921
H -0.4021 -0.0852 0.4884
H 1.7002 2.1270 0.0043
H 2.0430 -0.8989 0.4193
H 4.4663 -1.5905 0.3463
H 6.8779 -1.0169 0.1286
H 5.8474 3.1310 -0.4589
H 3.4851 2.6023 -0.2693
H -0.6727 3.2916 -2.1193
H 0.2124 4.6853 -1.4378
H 0.9695 3.0802 -1.4618
H -0.2612 3.9361 2.1094
H 1.2328 3.4648 1.2625
H 0.4705 5.0241 0.8982
C 0.3787 -7.8672 0.4308
C 0.8727 -6.5120 0.9266
C 1.3649 -5.5532 -0.1594
C 1.8009 -4.2006 0.4282
N 2.2008 -3.2258 -0.5621
H 0.0265 -8.4574 1.2809
H -0.4541 -7.7654 -0.2715
H 1.1736 -8.4362 -0.0608
H 0.0635 -6.0186 1.4808
H 1.6879 -6.6718 1.6437
H 2.2154 -6.0079 -0.6875
H 0.5627 -5.3821 -0.8907
H 0.9842 -3.8087 1.0601
H 2.6584 -4.3791 1.0942
H 1.5345 -3.1203 -1.3224
H 2.5038 -2.3379 -0.1946
*
```

Output
energy relative to the best compared isomer or geometry (same formula, charge and spin): 104.6 kJ/mol
energy: -1343.847237 a.u.
gap between HOMO and LUMO: 5.97 eV

Atom charges from the natural (NBO) analysis, given in e for atoms 1 to 8:
1 C -0.423
2 N -0.454
3 C 0.677
4 O -0.565
5 C -0.133
6 C -0.412
7 C -0.053
8 C -0.193



3.
A structure of composition H6O3 in a non-equilibrium geometry, computed with ωB97M-V with the def2-TZVPD basis set.

```
! RIJCOSX wB97M-V def2-TZVPD def2/J DEFGRID3
* xyz 0 1
O -0.6820 0.5628 2.0061
H 0.2160 0.4587 1.6916
H -0.7778 1.5041 2.1513
O 0.8449 -0.0556 -0.6454
H 0.3194 0.7091 -0.4100
H 1.6284 0.3091 -1.0570
O -0.5169 -1.5513 -1.2062
H 0.1073 -0.9261 -0.8377
H -1.1392 -1.0107 -1.6927
*
```

Output
energy relative to the best compared isomer or geometry (same formula, charge and spin): 211.2 kJ/mol
energy: -229.244650 a.u.
gap between HOMO and LUMO: 9.83 eV

Atom charges from the natural (NBO) analysis, given in e for atoms 1 to 8:
1 O -0.927
2 H 0.465
3 H 0.464
4 O -0.868
5 H 0.492
6 H 0.500
7 O -0.991
8 H 0.432



4.
A structure of composition C30H25BrF36NO5S in a non-equilibrium geometry, computed with ωB97M-V with the def2-TZVPD basis set.

```
! RIJCOSX wB97M-V def2-TZVPD def2/J DEFGRID3
* xyz 1 1
C 7.8480 2.1481 -1.1418
C 7.5813 0.6404 -1.4859
C 8.5862 -0.4051 -1.4212
C 8.1680 -1.7590 -1.7391
C 6.8038 -2.1042 -2.1163
C 5.7810 -1.0568 -2.1802
C 4.3252 -1.4022 -2.5521
N 3.3739 -1.4949 -1.3729
Br 2.9976 0.2650 -0.7882
C 3.7948 -2.4578 -0.2931
C 4.7093 -1.8570 0.8332
C 3.9922 -1.6810 2.2077
F 4.8754 -0.9925 3.0130
F 2.8615 -0.9184 2.1547
F 3.8202 -2.8908 2.7965
S 1.8448 -2.1599 -2.0632
O 1.6079 -1.7150 -3.4153
O 2.0348 -3.5966 -2.1215
C 0.3710 -1.8574 -0.9560
F 0.7038 -1.7193 0.3710
F -0.3530 -3.0096 -1.0062
C -0.6159 -0.7153 -1.4546
F 0.0012 0.3341 -2.0678
F -1.4167 -1.3063 -2.4037
C -1.5770 -0.1510 -0.3330
F -2.7140 0.2769 -0.9845
F -1.9941 -1.0751 0.5644
C -1.0093 1.1673 0.3634
F 0.2837 1.0433 0.7582
F -1.2081 2.2581 -0.4127
F -1.7613 1.3869 1.4829
C 6.2345 0.2922 -1.8673
H 7.6638 2.2357 -0.0360
H 8.8600 2.4903 -1.4435
H 7.0207 2.7376 -1.6164
H 9.6240 -0.1378 -1.1282
H 8.9230 -2.5726 -1.6676
H 6.5819 -3.1724 -2.3348
H 4.2818 -2.3753 -3.1096
H 3.9839 -0.6286 -3.2903
H 4.3677 -3.2820 -0.7923
H 2.9376 -2.9717 0.2155
H 5.2612 -0.9254 0.5380
H 5.5241 -2.6094 1.0167
H 5.4571 1.0933 -1.9181
C -2.3902 -1.4794 -5.5207
C -3.2008 -0.3316 -6.1526
C -4.6570 -0.6389 -6.5109
F -4.7724 -1.6417 -7.4011
F -5.2304 0.4512 -7.0759
F -2.5270 0.1397 -7.2248
F -3.2136 0.6851 -5.2398
O -1.5658 -2.2563 -6.3884
C -2.1616 -3.2993 -7.1042
C -2.1693 -3.0497 -8.6160
F -2.7675 -1.8847 -8.9289
F -2.8484 -4.0320 -9.2509
F -3.3892 -3.5440 -6.6083
F -1.4267 -4.4028 -6.8458
H -1.6791 -1.0036 -4.8443
H -3.0047 -2.1119 -4.8762
H -5.2337 -0.8958 -5.6175
H -1.1487 -3.0236 -9.0062
C 0.3019 2.1916 4.5031
C 1.6287 1.6437 5.0662
C 1.7555 0.1212 5.1546
F 0.8179 -0.4348 5.9433
F 2.9574 -0.2156 5.6865
F 1.8656 2.2195 6.2631
F 2.6200 2.0838 4.2325
O -0.6979 2.5907 5.4363
C -1.5328 1.6040 5.9669
C -1.3206 1.3970 7.4698
F -0.0365 1.1107 7.7593
F -2.0717 0.3623 7.9123
F -1.3961 0.4657 5.2578
F -2.7988 2.0261 5.7566
H 0.5602 3.1184 3.9875
H -0.1119 1.5462 3.7245
H 1.6917 -0.3350 4.1635
H -1.6028 2.2950 8.0250
C -5.4113 2.7855 4.3975
C -6.2183 3.9730 3.8399
C -7.7077 3.7275 3.5890
F -7.9286 2.7400 2.6988
F -8.2789 4.8460 3.0788
F -5.6069 4.4320 2.7233
F -6.1239 4.9756 4.7591
O -4.6851 1.9858 3.4633
C -5.3713 0.9775 2.7856
C -5.4788 1.2473 1.2816
F -6.0502 2.4373 1.0210
F -6.2397 0.3018 0.6804
F -6.5681 0.7747 3.3656
F -4.6629 -0.1592 2.9766
H -4.6330 3.2241 5.0243
H -6.0020 2.1701 5.0789
H -8.2258 3.4817 4.5203
H -4.4888 1.2394 0.8186
*
```

Output
energy: -8156.097108 a.u.
gap between HOMO and LUMO: 7.06 eV

Atom charges from the Löwdin analysis, given in e for atoms 1 to 8:
1 C -0.041
2 C -0.224
3 C -0.002
4 C -0.045
5 C -0.028
6 C -0.213
7 C -0.180
8 N -0.599